# 1
{
  "formula": "C8H11N2O",
  "method": "wB97M-V/def2-TZVPD",
  "elements": ["C", "C", "C", "C", "C", "C", "C", "C", "N", "N", "O", "H", "H", "H", "H", "H", "H", "H", "H", "H", "H", "H"],
  "positions_angstrom": [[0.887764, -2.382461, -0.071882], [1.751150, -1.538079, 0.615679], [-0.447439, -2.014383, -0.169706], [1.268905, -0.391398, 1.196982], [-0.885915, -0.854386, 0.422794], [0.422777, 0.071621, -2.987519], [-2.318421, 2.418536, 2.182955], [-0.486592, 1.070844, 1.766046], [-0.041460, -0.058361, 1.119930], [0.989110, 0.434059, -1.930627], [-1.742010, 1.406129, 1.664576], [1.245983, -3.294846, -0.519045], [2.799893, -1.770969, 0.702819], [-1.154155, -2.629314, -0.703385], [1.912070, 0.283390, 1.739697], [-1.915986, -0.540631, 0.362054], [0.718169, 0.343337, -4.001434], [-0.437915, -0.580414, -2.902018], [-1.783910, 3.137035, 2.787633], [-3.371079, 2.523132, 1.990501], [0.219021, 1.670855, 2.320587], [1.793329, 1.046572, -2.071949]],
  "forces_ev_per_angstrom": [[-0.104, 0.201, 0.105], [-0.266, 0.021, 0.001], [0.250, 0.064, 0.110], [0.538, -0.220, 0.002], [-0.357, -0.357, -0.348], [-0.115, -0.104, -0.566], [-1.069, 1.694, 0.841], [0.597, 0.606, 0.424], [-0.393, -0.239, -0.165], [0.294, 0.281, 0.892], [0.722, -1.651, -0.904], [0.038, -0.081, -0.060], [0.083, 0.049, 0.059], [-0.102, -0.001, -0.013], [-0.065, 0.081, 0.049], [0.042, 0.062, 0.078], [0.102, 0.094, 0.023], [-0.218, -0.146, -0.058], [0.240, -0.124, -0.022], [-0.025, -0.166, -0.114], [-0.094, -0.004, -0.034], [-0.098, -0.058, -0.301]],
  "lowdin_charge": [-0.025, -0.021, -0.026, -0.019, -0.004, -0.107, 0.057, -0.088, -0.015, 0.035, 0.004, 0.123, 0.126, 0.126, 0.143, 0.145, 0.076, 0.054, 0.103, 0.098, 0.157, 0.059],
  "relative_energy_ev": 4.8007,
  "e_lumo_ev": [-3.95, -4.68],
  "charge": 1,
  "e_tot_ha": -495.80612,
  "gap_ev": [7.6, 7.0]
}



# 2
{
  "formula": "C40H38Cl5Ge2HgN7O2PS2",
  "method": "wB97M-V/def2-TZVPD",
  "elements": ["Hg", "C", "N", "C", "C", "N", "C", "P", "C", "N", "C", "C", "N", "C", "C", "N", "C", "C", "N", "C", "H", "H", "H", "H", "H", "H", "H", "H", "H", "H", "H", "H", "H", "H", "H", "Cl", "C", "C", "C", "Cl", "C", "Cl", "C", "Cl", "C", "Cl", "O", "S", "O", "N", "C", "S", "C", "C", "C", "C", "C", "C", "H", "H", "H", "H", "C", "Ge", "C", "C", "Ge", "C", "C", "C", "C", "C", "C", "C", "C", "C", "C", "C", "C", "H", "H", "H", "H", "H", "H", "H", "H", "H", "H", "H", "H", "H", "H", "H", "H", "H", "H", "H"],
  "positions_angstrom": [[-1.492510, 0.399665, 0.645450], [2.479117, -4.292438, 0.532074], [1.078081, -4.496443, 0.172324], [0.183235, -5.102461, 1.035842], [-1.096555, -4.862586, 0.523806], [-0.964609, -4.197127, -0.712292], [0.324344, -3.940578, -0.829239], [1.145095, -3.106206, -2.290044], [2.029893, -1.758603, -1.409037], [1.814828, -1.306013, -0.206743], [2.825452, -0.372867, -0.009607], [3.679608, -0.347280, -1.093021], [3.124018, -1.175578, -2.008909], [3.475617, -1.318050, -3.419126], [-0.203785, -2.182615, -3.071343], [-0.267625, -0.876173, -3.065567], [-1.294153, -0.548796, -3.865021], [-1.875846, -1.697624, -4.354697], [-1.209464, -2.778090, -3.857727], [-1.726739, -4.113617, -3.699139], [2.608817, -3.258832, 0.791664], [2.687890, -4.959691, 1.394342], [3.109823, -4.754174, -0.323532], [0.464887, -5.640734, 1.949288], [-2.053151, -5.248534, 0.910336], [3.004986, 0.141172, 0.944270], [4.544425, 0.181735, -1.301305], [2.618805, -1.174279, -4.092372], [4.238481, -0.588901, -3.712579], [3.901390, -2.303264, -3.702051], [-1.654129, 0.485554, -3.973694], [-2.733853, -1.904047, -5.025202], [-1.927506, -4.239023, -2.603660], [-2.586821, -4.307025, -4.316248], [-1.096544, -4.903863, -4.002774], [-3.291140, -1.580629, -1.548785], [-3.682319, -1.918590, 0.111748], [-3.250461, -0.968585, 1.037497], [-3.872188, -1.132682, 2.293713], [-3.477711, 0.137720, 3.477595], [-4.570507, -2.275465, 2.720474], [-5.091702, -2.483286, 4.336295], [-4.731735, -3.314856, 1.776574], [-5.451453, -4.793788, 2.317978], [-4.316645, -3.089975, 0.510406], [-4.518530, -4.401127, -0.611634], [1.946279, 2.097609, 4.771902], [2.376826, 1.135284, 3.816284], [3.621746, 1.435592, 3.058484], [1.230757, 0.701824, 2.759729], [1.029647, -0.602996, 2.868146], [-0.314785, -1.440167, 2.175906], [1.974310, -1.383370, 3.718362], [2.040710, -2.741803, 4.063237], [2.665214, -3.149825, 5.221880], [3.447980, -2.206926, 5.926262], [3.474387, -0.899868, 5.523505], [2.653811, -0.454713, 4.530847], [1.563485, -3.479547, 3.413674], [2.556833, -4.184319, 5.533950], [3.966577, -2.561823, 6.873165], [4.134964, -0.177924, 6.038278], [-3.420138, 4.838000, 0.264925], [-1.622580, 4.407686, 0.986395], [-1.686597, 4.035478, 2.863837], [-0.399634, 5.939673, 0.714974], [-0.666534, 2.548783, -0.279231], [1.341099, 2.723472, -0.572609], [2.192597, 2.986398, 0.496264], [3.539854, 3.101474, 0.333316], [4.117320, 2.937362, -0.960813], [3.257918, 2.546053, -1.988345], [1.915278, 2.442268, -1.809207], [-1.606333, 2.908965, -1.989912], [-2.872548, 2.346678, -2.281234], [-3.546480, 2.669162, -3.447475], [-3.072421, 3.631108, -4.369092], [-1.825371, 4.283525, -4.076613], [-1.117864, 3.911557, -2.951001], [-4.031915, 3.948414, 0.418454], [-3.427027, 5.184593, -0.745846], [-3.902178, 5.514972, 0.916117], [-1.696835, 4.863882, 3.495556], [-0.763230, 3.537498, 3.172313], [-2.426553, 3.333867, 3.158426], [-0.573886, 6.842612, 1.391365], [-0.284606, 6.202250, -0.361797], [0.541601, 5.546138, 1.016372], [1.705742, 3.163902, 1.458373], [4.248668, 3.318787, 1.132126], [5.160673, 3.038070, -1.156877], [3.653259, 2.278637, -2.956081], [1.232681, 2.126558, -2.633541], [-3.284884, 1.619293, -1.612633], [-4.482879, 2.196630, -3.589610], [-3.749229, 3.949559, -5.140150], [-1.601678, 5.071723, -4.764139], [-0.115137, 4.286594, -2.802542]],
  "forces_ev_per_angstrom": [[-0.386, -0.230, 0.187], [0.323, -2.333, -1.204], [-0.923, -0.365, 0.867], [-1.722, 0.389, -0.237], [1.503, -0.633, -0.678], [0.256, -0.085, 1.697], [0.468, 0.318, -0.522], [-0.028, -0.426, 0.830], [-0.386, -0.277, -1.232], [0.909, 0.859, -0.005], [0.900, -0.384, 0.697], [-2.018, -0.434, 0.869], [-0.344, -1.093, -0.833], [0.475, -0.362, -0.653], [-0.616, -1.195, 0.292], [0.875, -0.192, 0.222], [-1.488, 0.372, -0.919], [-1.450, -0.191, -0.976], [1.729, 1.757, 0.679], [-0.783, -0.053, 1.456], [0.602, 0.383, -0.165], [-0.180, 0.571, -0.373], [-0.639, 1.431, 1.263], [0.075, 0.492, -0.587], [0.631, 0.438, -0.384], [-0.369, -0.247, -0.590], [1.289, 0.968, -0.227], [0.013, 0.163, 0.494], [-0.223, 0.066, 0.360], [-0.271, 0.306, 0.627], [0.397, -0.668, -0.124], [0.614, 0.534, 0.668], [-0.223, -0.126, -1.063], [-0.698, 0.597, -0.058], [1.566, -0.555, -0.287], [-0.059, -0.460, -0.005], [0.758, 0.642, 0.453], [-1.470, -0.419, 0.327], [1.133, 0.206, 0.474], [-0.348, -0.536, -0.256], [0.596, 0.360, -0.992], [-0.105, 0.167, 0.219], [-0.450, 0.761, 2.418], [0.086, 0.055, -0.326], [0.186, -0.757, -2.068], [-0.059, 0.096, -0.393], [-0.497, 0.460, 0.469], [3.397, 0.165, -1.916], [-1.755, -0.135, 1.271], [-0.476, -0.974, 0.756], [-1.498, -0.643, -1.542], [1.014, 0.517, 0.463], [0.070, 0.969, 1.941], [-0.842, 0.064, -1.074], [0.776, 0.740, 0.020], [-0.199, -2.114, 1.331], [1.339, 1.689, 1.382], [-0.549, -1.473, -1.611], [-0.203, 0.300, 0.276], [0.289, 0.159, 0.038], [-0.488, 0.705, -1.423], [-0.525, -0.440, -0.154], [0.522, -1.363, 0.831], [0.119, 0.657, -0.931], [1.242, -1.298, -0.042], [-0.586, 1.040, 0.148], [0.606, 0.054, -0.312], [-0.910, -0.409, -0.046], [-1.541, 0.474, 0.600], [2.499, 0.215, -1.431], [-2.045, -0.378, 0.884], [1.473, 0.259, -0.335], [-2.286, -0.194, -0.292], [-0.177, 1.265, -2.050], [1.830, 0.663, -0.012], [0.686, 1.157, -0.622], [0.748, -0.326, 2.355], [-2.531, -1.286, -0.343], [-0.203, -1.710, 1.259], [0.010, -0.290, -0.583], [-0.015, 0.058, -0.625], [-0.330, 1.320, 0.674], [-0.481, 1.722, 0.904], [0.236, -0.122, -0.322], [-1.044, -0.507, 0.128], [-0.073, -1.043, -1.122], [-0.303, 0.076, 0.795], [1.063, -0.284, 0.259], [0.493, -0.131, -0.026], [-0.566, -0.033, 0.150], [0.597, 0.068, 0.140], [0.239, 0.127, -0.257], [0.785, 0.228, 0.554], [-0.253, -0.352, 0.304], [-0.894, -0.347, -0.396], [0.192, 0.074, -0.515], [0.879, 0.371, -0.070], [0.019, 0.347, 0.176]],
  "lowdin_charge": [0.734, -0.038, -0.134, -0.101, -0.128, 0.049, -0.471, 1.135, -0.513, 0.075, -0.103, -0.074, -0.112, -0.056, -0.505, 0.070, -0.195, -0.142, -0.117, -0.062, 0.057, 0.086, 0.115, 0.112, 0.086, 0.087, 0.092, 0.079, 0.084, 0.081, 0.096, 0.125, 0.054, 0.082, 0.065, 0.719, -0.711, -0.382, -0.688, 0.578, -0.719, 0.663, -0.727, 0.646, -0.711, 0.655, -0.292, 0.620, -0.342, -0.105, -0.778, 0.610, -0.206, -0.046, -0.073, -0.084, -0.075, -0.220, 0.090, 0.102, 0.123, 0.131, -0.241, 0.666, -0.254, -0.264, 0.711, -0.336, -0.162, -0.086, -0.082, -0.148, -0.151, -0.371, -0.170, -0.113, -0.079, -0.100, -0.112, 0.015, 0.004, -0.012, -0.006, 0.019, -0.007, 0.036, 0.020, -0.031, 0.090, 0.101, 0.085, 0.094, 0.108, 0.058, 0.083, 0.081, 0.082, 0.081],
  "relative_energy_ev": 1.9091,
  "e_lumo_ev": 2.17,
  "charge": -1,
  "e_tot_ha": -9826.81139,
  "gap_ev": 7.4
}